1.
The following is a DFT calculation (the ωB97M-V functional and the def2-TZVPD basis) of a 16-piece molecular cluster, H32O16 overall at a distorted geometry.

The geometry in XYZ format:
```
48
H32O16, DFT the ωB97M-V functional and the def2-TZVPD basis
O -0.441 3.237 -0.776
H -0.221 4.007 -0.223
H -0.244 2.629 -0.047
O 2.248 4.367 -0.374
H 2.960 5.009 -0.461
H 1.880 4.321 -1.261
O 2.831 -2.866 -2.442
H 2.636 -3.191 -3.334
H 3.592 -3.446 -2.292
O 0.606 -3.615 -1.841
H -0.090 -4.220 -1.568
H 1.263 -3.626 -1.136
O 0.463 -0.895 -2.045
H -0.437 -1.192 -2.254
H 0.723 -1.817 -1.816
O -2.165 1.359 1.845
H -1.265 1.517 1.538
H -2.254 0.519 2.242
O -4.558 1.662 -0.476
H -3.627 1.596 -0.241
H -4.364 1.566 -1.412
O -1.023 -3.464 2.617
H -1.450 -3.162 3.424
H -1.618 -3.261 1.891
O 0.320 0.450 0.830
H 1.217 0.324 1.177
H 0.371 0.035 -0.035
O 2.621 0.622 2.713
H 3.129 1.420 2.559
H 2.847 0.232 3.554
O -2.308 0.901 -1.856
H -2.309 1.734 -1.367
H -1.423 0.589 -1.621
O -0.652 3.027 -3.706
H -0.249 3.047 -2.847
H -1.524 2.650 -3.666
O 1.611 -3.509 0.234
H 1.466 -3.023 1.047
H 2.339 -3.027 -0.177
O -1.652 0.141 5.581
H -0.845 -0.019 5.113
H -2.148 0.934 5.398
O 3.379 0.246 -1.160
H 4.255 0.105 -1.516
H 2.840 0.760 -1.762
O -3.011 -1.923 0.652
H -3.560 -1.185 0.369
H -2.164 -1.564 0.926
```

ΔE to the lowest compared entry with this formula, charge and spin: 145.3 kcal per mole
Kohn-Sham gap: 10.623 eV
HOMO: -10.777 eV

2.
The following is a DFT calculation (the ωB97M-V functional and the def2-TZVPD basis) of a 2-piece molecular cluster, C3H8N2O overall at a distorted geometry.

The geometry in XYZ format:
```
14
C3H8N2O, DFT the ωB97M-V functional and the def2-TZVPD basis
C -1.869 0.459 -0.586
C -0.850 -0.535 -0.091
N -1.283 -1.586 0.477
H -0.521 -2.195 0.808
H 0.711 -0.819 -1.198
H -2.890 0.128 -0.371
H -1.700 1.438 -0.129
H -1.764 0.592 -1.667
N 1.864 1.078 0.602
C 1.283 -0.104 0.314
O 1.661 -0.675 -0.829
H 1.787 1.452 1.535
H 2.527 1.501 -0.031
H 1.043 -0.736 1.166
```

ΔE to the lowest compared entry with this formula, charge and spin: 95.9 kcal per mole
Kohn-Sham gap: 7.863 eV
HOMO: -7.236 eV

3.
The following is a DFT calculation (the ωB97M-V functional and the def2-TZVPD basis) of one molecule with the formula C5H9NO2 at a distorted geometry.

The geometry in XYZ format:
```
17
C5H9NO2, DFT the ωB97M-V functional and the def2-TZVPD basis
O -1.495 -1.339 -0.359
C -0.911 -0.415 0.558
C -1.141 1.115 -0.011
N 0.095 1.374 -1.096
C 0.725 0.007 -1.143
C 1.801 -0.845 -0.450
C 0.555 -0.471 0.281
O 0.859 0.442 1.406
H -2.540 -1.313 -0.261
H -1.079 -0.273 1.627
H -0.902 1.708 1.053
H -2.221 1.244 -0.434
H 0.860 1.845 -0.637
H -0.076 -0.483 -1.640
H 1.834 -1.908 -0.767
H 2.718 -0.438 -0.124
H 0.916 -0.249 1.998
```

ΔE to the lowest compared entry with this formula, charge and spin: 164.8 kcal per mole
SMILES: O[C@@H]1CN[C@H]2C[C@]12O
Kohn-Sham gap: 8.974 eV
HOMO: -8.323 eV

4.
The following is a DFT calculation (the ωB97M-V functional and the def2-TZVPD basis) of C17H26N2OPd as an isolated structure at a distorted geometry.

The geometry in XYZ format:
```
47
C17H26N2OPd, DFT the ωB97M-V functional and the def2-TZVPD basis
C 1.702 3.065 1.856
C 2.331 2.302 3.022
H 2.456 3.299 1.101
H 1.253 4.017 2.177
H 0.914 2.478 1.346
H 2.681 1.317 2.711
H 3.201 2.824 3.444
H 1.608 2.160 3.829
C 0.375 1.087 -2.460
C 0.119 0.899 -3.826
C 0.028 -0.404 -4.321
C 0.167 -1.474 -3.441
H 0.406 2.080 -2.007
H -0.031 1.774 -4.451
H -0.167 -0.577 -5.378
H 0.004 -2.500 -3.752
N 0.525 0.048 -1.630
C 0.412 -1.228 -2.073
C 0.428 -2.269 -1.046
N 0.474 -1.849 0.235
C 0.410 -2.703 1.243
C 0.365 -4.578 -0.255
C 0.345 -4.077 1.047
H 0.432 -2.291 2.251
H 0.317 -4.693 1.940
C 0.384 -3.657 -1.303
H 0.356 -3.981 -2.331
H 0.369 -5.656 -0.423
Pd 0.336 0.432 0.515
C 0.372 0.196 2.430
H 1.430 -0.030 2.610
H -0.261 -0.682 2.578
H 0.043 0.994 3.099
C -2.410 1.792 1.262
C -2.673 0.845 0.100
C -3.973 0.049 0.311
C -2.810 1.709 -1.162
O -1.671 -0.114 -0.022
H -3.126 2.618 1.288
H -1.405 2.212 1.153
H -2.439 1.257 2.210
H -4.858 0.688 0.440
H -4.102 -0.613 -0.551
H -3.843 -0.586 1.195
H -1.926 2.339 -1.294
H -2.917 1.065 -2.042
H -3.683 2.374 -1.081
```

<S²>: 2.007
ΔE to the lowest compared entry with this formula, charge and spin: 0.0 kcal per mole
Kohn-Sham gap (spin up / spin down): 5.878 / 7.202 eV
Multiplicity: 3
HOMO (spin up / spin down): -6.265 / -7.637 eV

5.
The following is a DFT calculation (the ωB97M-V functional and the def2-TZVPD basis) of an isolated ion of composition C11H22NS and charge +1 at a distorted geometry.

The geometry in XYZ format:
```
35
C11H22NS, DFT the ωB97M-V functional and the def2-TZVPD basis
C 0.232 -1.625 1.763
C -1.228 0.333 -0.990
C -0.909 1.860 1.021
C -1.848 1.161 0.130
C -0.615 -1.043 -0.559
C 1.398 -0.053 0.517
C -2.815 2.102 -0.701
C -1.791 -1.961 -0.062
C 0.113 -1.677 -1.757
C 2.149 0.154 1.790
C 3.687 0.838 -0.828
N 0.355 -0.922 0.594
S 1.880 0.795 -1.047
H 0.997 -1.667 2.401
H -0.563 -2.291 1.675
H -1.910 -0.033 -1.643
H -0.418 0.817 -1.494
H 0.091 2.128 0.644
H -1.086 2.241 2.074
H -2.324 0.644 0.914
H -2.290 2.715 -1.381
H -3.283 2.712 0.022
H -3.553 1.360 -1.099
H -2.582 -1.667 -0.558
H -2.114 -1.712 0.936
H -1.463 -3.078 -0.229
H 0.187 -2.701 -1.564
H 1.054 -1.313 -2.047
H -0.456 -1.616 -2.608
H 2.610 -0.695 2.069
H 1.444 0.468 2.463
H 2.767 1.022 1.872
H 4.059 1.009 -1.884
H 4.107 -0.004 -0.286
H 4.118 1.696 -0.149
```

ΔE to the lowest compared entry with this formula, charge and spin: 153.8 kcal per mole
Net charge: +1
Kohn-Sham gap (spin up / spin down): 6.147 / 8.570 eV
HOMO (spin up / spin down): -11.238 / -12.083 eV

6.
The following is a DFT calculation (the ωB97M-V functional and the def2-TZVPD basis) of an isolated ion of composition C6H14NO and charge -1 at a distorted geometry.

The geometry in XYZ format:
```
22
C6H14NO, DFT the ωB97M-V functional and the def2-TZVPD basis
C 0.342 2.880 -1.300
C 0.070 1.399 -1.259
C -0.628 0.910 -2.529
C -0.751 0.945 -0.014
C -0.591 -0.533 0.330
N 0.200 -0.757 1.517
C 0.183 -2.250 1.979
O 1.309 -2.912 1.647
H 1.005 3.097 -2.143
H -0.547 3.522 -1.340
H 0.863 3.250 -0.410
H 1.032 0.902 -1.083
H 0.058 0.565 -3.300
H -1.326 1.622 -2.952
H -1.223 0.013 -2.325
H -1.800 1.218 -0.191
H -0.397 1.581 0.802
H -1.590 -0.943 0.497
H -0.213 -1.105 -0.540
H 1.184 -0.558 1.374
H 0.086 -2.127 3.071
H -0.641 -2.685 1.395
```

ΔE to the lowest compared entry with this formula, charge and spin: 17.8 kcal per mole
Net charge: -1
SMILES: CC(C)CCNC[O-]
Kohn-Sham gap: 5.684 eV
HOMO: -2.285 eV